# C5H15N6

A 2-piece molecular cluster, C5H15N6 overall (the ωB97M-V functional and the def2-TZVPD basis, the OMol25 dataset).

Summary:
Highest occupied orbital energy (alpha / beta) ... -0.3266 / -0.4714 Ha
Spin multiplicity ... 3
Kohn-Sham gap (alpha / beta) ... 0.2385 / 0.2120 hartree
Charge ... +1

Geometry (Å):
C -2.306 0.952 0.089
C 2.215 0.541 0.135
C -1.297 -1.245 0.214
C 3.676 0.270 -0.206
C -0.656 -1.330 -1.147
N -1.360 1.806 -0.175
N 1.862 -0.190 1.210
N -2.064 -0.262 0.589
N -3.613 1.357 0.082
N 1.355 1.105 -0.638
N -1.171 -2.320 1.040
H 4.476 0.625 0.369
H 3.978 0.675 -1.143
H 3.633 -0.837 -0.407
H -1.173 -2.055 -1.659
H 0.400 -1.613 -1.027
H -0.767 -0.197 -1.437
H -1.587 2.721 -0.623
H 2.652 -0.512 1.774
H 0.901 -0.212 1.644
H -4.011 2.247 0.004
H -4.222 0.616 0.307
H 1.696 1.597 -1.437
H -0.298 1.627 -0.314
H -0.619 -3.087 0.799
H -1.700 -2.280 1.957

Forces on atoms 1 to 6 (eV/Å):
C -1.3621 0.3883 0.6742
C 0.5364 -0.0517 -1.2263
C 3.8534 -2.0894 -3.0776
C -1.4812 -1.3958 -1.8669
C 0.8285 3.8099 2.5094
N 2.4107 2.5664 -1.9157



# C5H15NO

A 2-piece molecular cluster, C5H15NO overall (the ωB97M-V functional and the def2-TZVPD basis, the OMol25 dataset).

Summary:
Highest occupied orbital energy (alpha / beta) ... 0.0462 / -0.2046 Ha
Spin multiplicity ... 2
Kohn-Sham gap (alpha / beta) ... 0.0988 / 0.3440 hartree
Charge ... -1

Geometry (Å):
C 2.001 0.132 -0.539
C 1.845 0.431 -2.046
C 0.997 -0.859 0.008
N -0.217 -0.137 0.560
C -1.362 -0.327 -0.298
C -2.306 -1.452 0.066
H 2.048 1.123 -0.045
H 3.003 -0.276 -0.336
H 1.741 -0.444 -2.705
H 0.985 1.069 -2.229
H 2.820 0.822 -2.341
H 0.740 -1.587 -0.755
H 1.373 -1.600 0.734
H -0.335 -0.561 1.477
H -1.024 -0.368 -1.348
H -1.967 0.609 -0.384
H -2.873 -1.883 -0.761
H -3.070 -1.158 0.805
H -1.794 -2.290 0.577
H -0.429 1.450 2.639
H -0.554 1.792 1.145
O -0.751 2.128 2.041

Forces on atoms 1 to 6 (eV/Å):
C 0.7861 -0.1523 -0.3553
C 0.6731 -0.7452 0.2829
C -0.8503 0.5651 0.8020
N 1.6410 -1.2372 -0.9380
C -1.1652 1.2046 -1.1154
C -0.3589 -1.0368 1.0141